one.
6
Properties=species:S:1:pos:R:3 method="wB97M-V/def2-TZVPD" homo_lumo_gap_ev="8.42 / 8.42"
C 0.758 0.107 -0.013
C -0.650 -0.108 -0.192
P 0.756 -1.393 -0.673
H 1.593 1.336 1.203
H -1.273 -0.332 0.669
H -1.184 0.390 -0.994

two.
6
Properties=species:S:1:pos:R:3 method="wB97M-V/def2-TZVPD" homo_lumo_gap_ev=10.11 smiles=C#CP
C 1.609 -0.427 -0.078
C 0.339 -0.160 0.179
P -1.394 -0.297 -0.023
H 2.658 -0.423 -0.029
H -1.485 0.682 -1.027
H -1.727 0.625 0.978

Result of the stability comparison: one is the least stable of them.

one.
9
Properties=species:S:1:pos:R:3 method="wB97M-V/def2-TZVPD" homo_lumo_gap_ev=8.55 smiles="O=C1SN=CNS1"
O 1.260 1.649 1.023
C 0.596 0.760 0.569
S -0.010 1.121 -0.907
N -0.241 -0.266 -1.720
C -1.000 -1.148 -1.017
N -1.147 -1.186 0.302
S 0.349 -0.934 1.251
H -1.352 -1.966 -1.762
H -2.029 -1.728 0.677

two.
9
Properties=species:S:1:pos:R:3 method="wB97M-V/def2-TZVPD" homo_lumo_gap_ev=9.15 smiles="O=C1NSC=NS1"
O 1.312 -1.120 1.977
C 0.692 -0.658 1.052
N 0.303 0.655 0.923
S 0.117 1.580 -0.539
C -0.832 0.289 -1.433
N -0.817 -0.966 -1.285
S 0.422 -1.729 -0.385
H 0.387 1.212 1.771
H -1.584 0.738 -2.081

Result of the stability comparison: one is the least stable of them.

one.
180
Properties=species:S:1:pos:R:3 method="wB97M-V/def2-TZVPD" homo_lumo_gap_ev=7.19
C 2.210 -1.494 2.543
O 3.274 -0.942 2.359
N 1.728 -1.867 3.747
C 0.549 -2.723 3.858
C 2.281 -1.385 4.999
H 1.545 -1.780 1.715
H 0.861 -3.775 3.832
H -0.060 -2.762 2.949
H -0.115 -2.561 4.701
H 2.171 -2.195 5.723
H 3.342 -1.155 4.926
H 1.775 -0.504 5.397
C 5.853 -1.403 -2.372
O 6.600 -2.180 -2.921
N 5.200 -1.720 -1.203
C 4.197 -0.855 -0.670
C 5.414 -2.969 -0.514
H 5.503 -0.426 -2.738
H 4.553 -0.165 0.103
H 3.375 -1.378 -0.183
H 3.735 -0.210 -1.421
H 5.961 -3.725 -1.077
H 6.057 -2.851 0.366
H 4.499 -3.414 -0.123
C -4.277 1.897 -1.456
O -3.171 1.392 -1.560
N -4.503 3.186 -1.260
C -5.829 3.689 -0.960
C -3.445 4.128 -1.045
H -5.174 1.260 -1.536
H -5.878 3.889 0.114
H -6.653 3.045 -1.258
H -6.031 4.670 -1.396
H -2.475 3.637 -1.059
H -3.436 4.862 -1.857
H -3.618 4.646 -0.101
C 1.698 5.727 0.390
O 2.718 6.050 -0.205
N 0.579 5.297 -0.206
C -0.655 5.112 0.535
C 0.561 4.873 -1.587
H 1.651 5.884 1.476
H -1.494 5.782 0.340
H -0.415 5.252 1.591
H -1.045 4.096 0.467
H 1.557 4.923 -2.024
H 0.410 3.783 -1.589
H -0.236 5.274 -2.212
C 2.418 3.320 -6.512
O 2.555 2.792 -7.598
N 2.117 2.662 -5.365
C 2.260 3.382 -4.105
C 2.019 1.231 -5.238
H 2.322 4.406 -6.369
H 3.143 3.061 -3.545
H 1.416 3.086 -3.479
H 2.400 4.458 -4.191
H 2.912 0.899 -4.696
H 1.228 0.833 -4.595
H 1.851 0.735 -6.190
C 5.577 4.601 0.027
O 6.692 4.170 0.260
N 4.668 3.870 -0.675
C 4.991 2.550 -1.141
C 3.396 4.428 -1.102
H 5.244 5.614 0.294
H 5.140 2.355 -2.208
H 4.147 1.902 -0.885
H 5.845 2.100 -0.642
H 2.583 3.764 -0.793
H 3.146 5.405 -0.686
H 3.431 4.519 -2.185
C 0.293 -5.288 0.566
O 0.441 -4.081 0.604
N 1.311 -6.174 0.772
C 0.989 -7.576 0.786
C 2.546 -5.687 1.369
H -0.638 -5.807 0.301
H 1.899 -8.131 0.559
H 0.184 -7.818 0.094
H 0.646 -7.920 1.770
H 2.703 -4.620 1.239
H 2.433 -5.766 2.458
H 3.398 -6.294 1.076
C -1.726 0.095 -3.909
O -1.867 -0.990 -4.445
N -1.524 1.238 -4.623
C -1.386 2.482 -3.911
C -1.645 1.328 -6.052
H -1.732 0.312 -2.830
H -2.322 3.057 -3.962
H -0.622 3.122 -4.357
H -1.196 2.440 -2.838
H -2.502 1.951 -6.328
H -0.746 1.709 -6.540
H -1.876 0.366 -6.505
C 0.403 0.750 -1.190
O 0.679 1.947 -1.302
N -0.445 0.298 -0.241
C -0.645 -1.125 -0.120
C -0.899 1.226 0.788
H 0.881 -0.046 -1.776
H -0.214 -1.820 -0.837
H -1.702 -1.382 -0.021
H -0.142 -1.433 0.801
H -1.926 0.937 1.026
H -0.281 1.056 1.673
H -0.973 2.240 0.414
C 1.870 0.988 4.031
O 1.348 0.359 4.926
N 1.297 1.965 3.274
C 2.042 2.552 2.155
C -0.008 2.476 3.562
H 2.882 0.795 3.638
H 1.504 2.376 1.222
H 3.001 2.041 2.118
H 2.154 3.609 2.399
H -0.396 1.973 4.446
H -0.113 3.556 3.715
H -0.670 2.341 2.701
C -4.512 -2.749 3.852
O -4.801 -3.365 4.864
N -3.488 -3.134 3.048
C -2.732 -4.330 3.296
C -3.310 -2.370 1.812
H -5.047 -1.880 3.457
H -2.480 -4.862 2.378
H -3.209 -5.051 3.957
H -1.811 -4.081 3.832
H -3.292 -3.030 0.942
H -3.981 -1.533 1.649
H -2.301 -1.945 1.860
C 1.775 -3.157 -2.598
O 1.782 -1.925 -2.589
N 2.493 -3.963 -3.376
C 2.441 -5.419 -3.347
C 3.465 -3.376 -4.281
H 1.155 -3.658 -1.840
H 1.640 -5.865 -2.761
H 3.375 -5.838 -2.958
H 2.411 -5.840 -4.353
H 3.153 -3.615 -5.303
H 3.438 -2.291 -4.275
H 4.459 -3.770 -4.075
C -3.352 -0.159 5.861
O -4.296 0.130 5.145
N -2.058 -0.056 5.496
C -1.034 -0.506 6.450
C -1.591 0.438 4.210
H -3.499 -0.566 6.870
H -0.690 0.360 7.022
H -0.162 -0.845 5.902
H -1.429 -1.257 7.129
H -1.149 -0.323 3.566
H -2.454 0.854 3.687
H -0.913 1.267 4.418
C -3.443 3.952 3.465
O -2.759 3.743 2.467
N -4.602 3.310 3.660
C -5.180 2.403 2.705
C -5.553 3.821 4.662
H -3.151 4.631 4.277
H -5.968 1.786 3.127
H -4.478 1.756 2.179
H -5.578 3.047 1.913
H -6.285 3.105 5.019
H -4.995 4.298 5.468
H -6.108 4.669 4.246
C -1.779 -6.061 -3.399
O -0.921 -6.387 -2.587
N -2.356 -4.841 -3.389
C -3.406 -4.574 -4.381
C -2.080 -3.830 -2.412
H -2.140 -6.705 -4.210
H -4.211 -4.087 -3.832
H -3.684 -5.427 -4.992
H -2.959 -3.850 -5.070
H -1.313 -4.232 -1.750
H -1.580 -2.958 -2.845
H -3.022 -3.546 -1.941

two.
180
Properties=species:S:1:pos:R:3 method="wB97M-V/def2-TZVPD" homo_lumo_gap_ev=8.52
C 4.425 -0.800 -1.923
O 3.786 -0.526 -2.914
N 5.778 -0.781 -1.848
C 6.458 -1.163 -0.628
C 6.567 -0.318 -2.943
H 3.930 -1.058 -0.971
H 6.896 -0.266 -0.181
H 7.232 -1.892 -0.872
H 5.770 -1.618 0.080
H 7.161 -1.108 -3.420
H 5.923 0.065 -3.728
H 7.273 0.433 -2.578
C 1.934 -2.505 -5.731
O 0.920 -2.276 -6.367
N 2.986 -3.209 -6.199
C 2.933 -3.890 -7.452
C 4.151 -3.415 -5.395
H 2.089 -2.070 -4.730
H 3.839 -3.656 -8.018
H 2.017 -3.689 -7.992
H 2.969 -4.976 -7.291
H 4.086 -2.948 -4.416
H 4.314 -4.486 -5.231
H 5.038 -3.026 -5.908
C -1.838 4.985 -1.829
O -0.825 4.526 -2.292
N -2.381 4.628 -0.646
C -1.740 3.635 0.203
C -3.689 5.079 -0.235
H -2.436 5.717 -2.397
H -1.473 4.094 1.156
H -0.817 3.310 -0.267
H -2.392 2.766 0.319
H -4.243 5.528 -1.060
H -4.268 4.227 0.127
H -3.644 5.824 0.567
C 2.053 5.415 5.202
O 2.602 5.358 6.284
N 1.193 4.493 4.717
C 0.482 4.637 3.447
C 0.714 3.372 5.492
H 2.224 6.218 4.464
H 1.066 5.309 2.810
H -0.495 5.105 3.587
H 0.498 3.661 2.962
H 1.249 3.274 6.436
H -0.361 3.439 5.675
H 0.945 2.442 4.958
C -4.924 0.881 0.579
O -4.024 0.070 0.457
N -5.343 1.700 -0.411
C -6.512 2.517 -0.244
C -4.701 1.767 -1.701
H -5.483 1.044 1.516
H -7.235 2.369 -1.050
H -6.273 3.589 -0.309
H -6.981 2.410 0.731
H -5.364 1.322 -2.456
H -4.726 2.802 -2.066
H -3.698 1.363 -1.750
C -3.186 -0.232 3.870
O -3.343 -1.263 4.531
N -3.044 0.998 4.392
C -2.695 2.140 3.570
C -2.981 1.181 5.808
H -3.142 -0.249 2.770
H -3.259 3.025 3.870
H -2.899 1.960 2.517
H -1.625 2.321 3.699
H -3.396 2.153 6.073
H -3.553 0.426 6.339
H -1.944 1.102 6.153
C 2.666 -4.170 0.118
O 1.860 -4.028 -0.780
N 2.637 -3.463 1.264
C 3.538 -3.703 2.385
C 1.643 -2.458 1.481
H 3.471 -4.921 0.125
H 4.305 -4.430 2.118
H 2.983 -3.992 3.278
H 4.101 -2.791 2.622
H 2.077 -1.465 1.646
H 1.051 -2.259 0.596
H 0.987 -2.722 2.313
C 4.986 2.075 1.018
O 3.954 2.109 0.371
N 5.048 2.162 2.368
C 6.320 2.315 3.011
C 3.881 2.415 3.145
H 5.975 1.890 0.571
H 6.317 1.743 3.939
H 6.452 3.360 3.334
H 7.151 2.142 2.336
H 2.972 2.331 2.558
H 3.866 1.650 3.928
H 3.893 3.405 3.607
C 2.157 -2.015 5.433
O 2.541 -3.070 5.880
N 0.916 -1.781 4.968
C 0.597 -0.618 4.187
C -0.113 -2.794 5.175
H 2.789 -1.110 5.332
H 0.501 0.329 4.726
H -0.403 -0.748 3.766
H 1.219 -0.472 3.306
H -0.006 -3.603 4.445
H -0.002 -3.244 6.159
H -1.095 -2.335 5.095
C 3.269 6.522 0.661
O 3.192 6.169 1.830
N 2.841 5.832 -0.398
C 2.834 6.423 -1.731
C 2.179 4.550 -0.314
H 3.680 7.514 0.417
H 3.322 5.725 -2.410
H 3.301 7.405 -1.747
H 1.798 6.575 -2.052
H 2.145 4.144 0.693
H 1.134 4.669 -0.633
H 2.613 3.795 -0.968
C -0.140 2.875 -5.557
O 0.660 2.848 -6.468
N -0.652 1.806 -4.923
C -1.662 1.975 -3.897
C -0.054 0.497 -5.133
H -0.550 3.833 -5.187
H -2.481 1.263 -4.050
H -2.109 2.962 -4.005
H -1.291 1.812 -2.880
H -0.768 -0.326 -5.172
H 0.454 0.480 -6.090
H 0.645 0.329 -4.310
C 0.099 -6.019 -2.911
O 0.307 -6.982 -3.629
N -0.891 -5.916 -2.012
C -1.112 -4.686 -1.309
C -1.823 -6.976 -1.747
H 0.745 -5.136 -2.877
H -2.142 -4.346 -1.447
H -0.472 -3.847 -1.577
H -0.937 -4.810 -0.233
H -1.961 -7.591 -2.634
H -1.538 -7.611 -0.901
H -2.791 -6.572 -1.441
C 0.647 1.105 0.901
O 0.014 1.598 1.835
N 0.238 0.068 0.160
C 0.854 -0.237 -1.102
C -1.091 -0.505 0.305
H 1.687 1.406 0.684
H 1.025 -1.304 -1.261
H 1.776 0.310 -1.306
H 0.202 0.082 -1.924
H -1.364 -0.473 1.358
H -1.793 0.033 -0.321
H -1.010 -1.560 0.042
C -3.786 -1.735 -2.372
O -2.795 -1.064 -2.604
N -4.131 -2.863 -3.039
C -5.456 -3.405 -2.885
C -3.252 -3.562 -3.928
H -4.560 -1.493 -1.622
H -6.157 -2.992 -3.624
H -5.912 -3.086 -1.942
H -5.432 -4.489 -2.940
H -3.148 -4.614 -3.664
H -3.568 -3.435 -4.968
H -2.257 -3.115 -3.914
C -4.874 -4.968 1.068
O -4.089 -5.758 0.586
N -4.575 -3.765 1.583
C -5.571 -2.829 2.019
C -3.205 -3.273 1.651
H -5.962 -5.168 1.105
H -5.413 -2.519 3.054
H -6.577 -3.222 1.874
H -5.509 -1.920 1.407
H -3.084 -2.856 2.655
H -2.476 -4.070 1.539
H -3.038 -2.497 0.900

Result of the stability comparison: one is the least stable of them.

one.
8
Properties=species:S:1:pos:R:3 method="wB97M-V/def2-TZVPD" homo_lumo_gap_ev="7.50 / 7.50"
O -0.016 -1.975 0.424
O 2.213 -1.316 1.242
P -1.162 0.703 -0.680
S 1.009 0.336 -0.961
S 0.950 -0.968 0.649
Cl -0.589 0.490 2.282
H -1.316 0.707 -2.013
H -1.089 2.023 -0.943

two.
8
Properties=species:S:1:pos:R:3 method="wB97M-V/def2-TZVPD" homo_lumo_gap_ev=9.43 smiles="O=S(=O)(Cl)SP"
O -0.695 -1.807 -0.125
S -1.194 -0.536 0.440
O -2.116 -0.591 1.526
Cl -2.175 0.571 -0.993
S 0.356 0.756 1.015
P 1.374 0.251 -0.699
H 2.734 -0.169 -0.336
H 1.717 1.524 -0.828

Result of the stability comparison: one is the least stable of them.